Below is a cluster of 10 separate species, C37H56N6O12 in total, with properties calculated with the ωB97M-V functional and the def2-TZVPD basis.

Structure (ORCA input):
```
! wB97M-V def2-TZVPD RIJCOSX def2/J DEFGRID3
* xyz 0 1
N -2.65 -0.32 -3.47
C -3.81 -0.75 -2.95
C -4.95 -1.00 -3.73
C -4.85 -0.79 -5.09
C -3.70 -0.33 -5.63
C -2.59 -0.14 -4.79
H -3.87 -0.83 -1.88
H -5.88 -1.32 -3.26
H -5.70 -1.07 -5.70
H -3.63 -0.16 -6.69
H -1.64 0.14 -5.21
C -3.51 3.46 0.84
C -3.00 4.39 1.86
O -1.68 4.55 1.37
C -1.35 3.64 0.47
O -0.19 3.53 0.02
O -2.43 2.98 0.12
H -4.22 4.01 0.22
H -4.06 2.66 1.31
H -3.03 3.95 2.86
H -3.64 5.26 1.81
C -1.37 -4.64 -1.41
C -1.20 -4.01 -2.77
O -2.48 -4.10 -3.29
C -3.36 -4.47 -2.43
O -4.57 -4.54 -2.56
O -2.75 -4.81 -1.32
H -1.04 -3.93 -0.65
H -0.86 -5.61 -1.39
H -0.40 -4.41 -3.40
H -1.00 -2.95 -2.56
C 1.21 5.57 2.83
C 0.44 4.94 3.92
O 0.40 3.60 3.67
C 1.41 3.30 2.77
O 1.76 2.22 2.31
O 2.01 4.48 2.36
H 1.75 6.44 3.21
H 0.53 6.00 2.08
H -0.58 5.32 3.84
H 0.84 5.15 4.91
C 0.02 0.10 0.30
C -0.84 -0.42 -0.86
O -1.50 -1.48 -0.29
C -1.41 -1.47 1.02
O -2.08 -2.17 1.80
O -0.67 -0.47 1.41
H 0.14 1.18 0.39
H 1.03 -0.30 0.32
H -0.17 -0.72 -1.67
H -1.57 0.34 -1.15
C -0.05 -0.71 6.98
C -0.93 0.26 6.15
C -1.06 -0.20 4.65
C -2.13 0.61 4.03
N -2.99 1.21 3.52
H 0.86 -1.01 6.47
H -0.70 -1.57 7.20
H 0.22 -0.27 7.94
H -0.55 1.28 6.17
H -1.96 0.35 6.50
H -1.49 -1.19 4.57
H -0.09 -0.15 4.14
C 1.28 -1.06 -4.59
C 2.67 -1.58 -4.48
C 3.20 -1.47 -2.99
C 2.35 -2.30 -2.06
N 1.61 -2.95 -1.45
H 0.81 -1.40 -5.51
H 1.16 0.02 -4.54
H 0.72 -1.56 -3.80
H 3.31 -1.07 -5.20
H 2.68 -2.62 -4.78
H 3.18 -0.46 -2.57
H 4.24 -1.77 -2.95
C -1.15 3.16 -3.68
C -0.82 4.58 -3.26
C -0.22 5.48 -4.33
C -0.80 5.51 -5.69
N -1.24 5.44 -6.76
H -2.11 3.15 -4.20
H -1.23 2.51 -2.82
H -0.45 2.78 -4.42
H -0.13 4.53 -2.42
H -1.76 5.00 -2.90
H 0.81 5.17 -4.47
H -0.21 6.52 -3.99
C 7.00 -0.23 1.94
C 7.05 -1.01 0.63
C 5.78 -0.84 -0.23
C 4.51 -1.29 0.44
N 3.53 -1.67 0.94
H 7.93 -0.48 2.44
H 6.18 -0.58 2.57
H 7.06 0.83 1.69
H 7.28 -2.04 0.90
H 7.90 -0.68 0.03
H 5.91 -1.44 -1.14
H 5.60 0.21 -0.45
C 0.99 -3.37 3.26
C 0.27 -4.63 2.67
C 0.08 -5.73 3.75
C -0.61 -5.26 4.96
N -1.24 -4.83 5.86
H 1.92 -3.64 3.77
H 0.37 -2.93 4.04
H 1.21 -2.71 2.42
H 0.91 -4.97 1.85
H -0.65 -4.32 2.17
H 1.10 -6.08 3.94
H -0.42 -6.55 3.25
*
```

Its SMILES is O=C1OCCO1.O=C1OCCO1.O=C1OCCO1.O=C1OCCO1.c1ccncc1.CCCC#N.CCCC#N.CCCC#N.CCCC#N.CCCC#N. Its total energy is -2674.812756 a.u. The HOMO energy is -9.43 eV.

***

Below is a structure of composition C37H57ClIKN2O2P2S3Si4, with properties calculated with the ωB97M-V functional and the def2-TZVPD basis.

Structure (ORCA input):
```
! wB97M-V def2-TZVPD RIJCOSX def2/J DEFGRID3
* xyz -2 1
K -1.03 -0.45 0.73
C -4.32 1.83 0.77
P -3.21 1.58 -0.67
C -3.21 3.29 -1.35
C -4.36 0.76 -1.86
C -5.75 0.89 -1.72
C -6.63 0.20 -2.53
C -6.14 -0.64 -3.52
C -4.77 -0.76 -3.69
C -3.87 -0.07 -2.88
P -2.05 -0.21 -3.12
C -1.89 0.97 -4.53
C -1.89 -1.77 -4.07
H -5.13 2.53 0.58
H -3.72 2.19 1.60
H -4.73 0.86 1.06
H -4.20 3.60 -1.69
H -2.51 3.38 -2.18
H -2.87 3.97 -0.56
H -6.14 1.52 -0.93
H -7.70 0.31 -2.38
H -6.82 -1.21 -4.15
H -4.39 -1.42 -4.46
H -2.58 0.75 -5.35
H -0.86 0.93 -4.90
H -2.07 1.99 -4.19
H -0.82 -1.94 -4.22
H -2.29 -2.60 -3.49
H -2.37 -1.74 -5.05
S -1.54 2.70 3.25
C -1.21 1.35 4.24
N -1.39 0.08 3.99
C -0.99 -0.71 5.04
C -1.12 -2.10 5.08
C -0.67 -2.80 6.18
C -0.08 -2.13 7.26
C 0.03 -0.75 7.25
C -0.42 -0.04 6.15
S -0.45 1.66 5.81
H -1.58 -2.60 4.24
H -0.76 -3.88 6.21
H 0.27 -2.69 8.12
H 0.48 -0.23 8.09
Cl -1.93 -7.36 -0.23
C -2.19 -5.62 -0.26
C -3.40 -5.12 0.12
C -3.64 -3.75 0.10
I -5.51 -3.03 0.63
C -2.68 -2.78 -0.30
O -2.89 -1.55 -0.33
C -1.38 -3.36 -0.70
N -0.42 -2.49 -1.09
C 0.74 -2.95 -1.49
C 1.04 -4.32 -1.55
C 0.10 -5.22 -1.16
C -1.16 -4.76 -0.70
H -4.18 -5.79 0.45
H 1.48 -2.21 -1.77
H 2.02 -4.63 -1.91
H 0.30 -6.28 -1.18
C 2.10 -1.46 3.28
S 1.14 -2.88 2.76
C 2.38 -3.62 1.70
O 0.12 -2.30 1.82
H 2.38 -0.90 2.39
H 1.45 -0.85 3.92
H 2.97 -1.78 3.85
H 3.24 -3.91 2.30
H 2.66 -2.89 0.94
H 1.93 -4.49 1.23
C 4.92 -0.79 -0.27
Si 4.45 0.97 0.27
C 5.81 2.06 -0.50
C 4.85 1.04 2.13
Si 2.18 1.34 -0.16
Si 2.18 1.69 -2.47
C 0.77 2.84 -2.99
C 3.72 2.39 -3.34
C 1.85 0.08 -3.42
Si 1.93 3.54 0.62
C 2.11 3.62 2.50
C 3.12 4.85 -0.08
C 0.19 4.19 0.28
H 4.39 -1.53 0.33
H 4.66 -0.97 -1.32
H 6.00 -0.96 -0.16
H 6.77 1.81 -0.02
H 5.62 3.12 -0.35
H 5.91 1.90 -1.57
H 5.71 0.40 2.35
H 4.02 0.73 2.76
H 5.12 2.06 2.43
H 0.98 3.88 -2.70
H -0.17 2.55 -2.52
H 0.64 2.81 -4.07
H 4.07 3.32 -2.88
H 3.48 2.58 -4.39
H 4.56 1.68 -3.31
H 0.87 -0.33 -3.13
H 2.60 -0.68 -3.20
H 1.85 0.25 -4.50
H 3.03 3.14 2.86
H 1.26 3.13 2.98
H 2.12 4.66 2.83
H 4.14 4.67 0.24
H 2.81 5.85 0.28
H 3.11 4.87 -1.17
H -0.55 3.49 0.69
H -0.02 4.32 -0.79
H 0.05 5.15 0.78
*
```

The energy above the lowest of the compared OMol25 structures with the same formula, charge and spin is 17.5 kcal per mole. Its total energy is -6097.382570 a.u. The HOMO energy is -1.61 eV.

***

| no. | gap between HOMO and LUMO (eV) | molar mass (Da) | F_max (eV/A) |
| --- | --- | --- | --- |
| 1 | 9.640 | 776.89 | 4.6 |
| 2 | 5.259 | 1033.82 | 1.3 |